[1]
Below is a molecular structure, C44H41BN2O6P2PdS2, with properties calculated with ωB97M-V/def2-TZVPD.

The value obtained for the LUMO energy is 3.9 eV. The calculation puts the molar mass at 937.13 u. The energy above the lowest of the compared OMol25 structures with the same formula, charge and spin is 0.0 kcal/mol. For the HOMO energy, the calculation gives -1.814 eV. Its charge is -2.

Geometry (Å):
C1 -3.93133 -2.62025 2.29425
C2 -1.46866 3.21247 -2.92004
H1 -1.82653 1.04942 -6.58127
H2 -4.23593 3.34546 -4.86731
C3 3.99167 -1.58928 2.25675
C4 2.06469 -2.19223 -3.54094
H3 1.18571 3.56829 0.50029
H4 -1.47382 6.43886 2.24209
H5 -1.06310 -0.97221 4.27833
H6 -3.23837 0.57227 -1.76862
H7 5.86513 -1.93091 4.08025
C5 -0.06335 -1.83990 -2.47193
H8 1.82213 0.77318 -6.29530
H9 -1.67651 -0.42209 -0.63258
C6 -0.10921 0.93203 2.51870
H10 2.26623 -1.25826 -5.45361
H11 3.98772 -0.34724 -0.66299
C7 0.79732 1.09972 -6.11410
H12 -0.46116 -0.46637 -7.99029
H13 3.05945 -2.62080 -3.54450
H14 -3.04279 3.07245 0.12143
C8 1.21678 -2.40877 -2.47761
C9 -2.39942 4.79770 1.20868
H15 -2.08912 4.52956 -4.48910
P1 -0.55887 1.67418 -0.80104
H16 -0.77753 -1.86624 -6.94471
C10 4.50598 -2.28731 0.22001
C11 -1.48846 0.36761 0.10094
H17 -0.53063 3.73401 -2.75980
C12 -1.89863 -1.39164 3.73075
C13 -1.77445 2.10565 -2.12454
Pd1 0.92088 -2.16830 1.34219
H18 -2.44084 0.73483 0.49573
N1 3.79693 -0.55569 1.46544
C14 -1.55574 0.45257 -5.70502
H19 0.80479 1.75824 -5.24291
H20 -1.50805 3.35574 4.43916
H21 0.88334 -1.38955 -7.29556
C15 -2.34698 3.66446 -3.88997
O1 1.42832 -3.13090 -1.37742
C16 -0.89836 3.18212 0.21754
C17 -3.55023 3.00157 -4.10245
H22 3.37934 -1.75161 7.55906
C18 -0.52626 -1.09241 -3.53319
B1 0.24697 -2.95212 -0.48465
C19 4.77314 -1.88944 5.92595
H23 -3.40942 5.13344 1.41258
C20 -2.97586 1.44225 -2.35732
C21 3.78467 -1.65645 3.71380
H24 -2.92456 -1.91439 0.54517
C22 -2.93798 -1.91766 1.62886
H25 -4.68431 -3.26527 4.19774
C23 4.10623 -0.98808 0.19593
C24 0.17920 3.92267 0.68699
H26 -1.53093 -0.69167 -3.50024
C25 -0.12036 -1.00852 -7.10138
O2 -0.48230 -4.18280 -0.14899
C26 0.60415 3.07789 4.14363
H27 0.82617 5.64328 1.79048
H28 5.64579 -2.02785 6.55238
C27 -2.89464 -2.09259 4.39182
H29 -1.63637 1.09057 -4.82565
C28 2.38951 -1.56654 5.68299
C29 0.32178 -0.87625 -4.63704
N2 4.46429 -2.65235 1.54472
C30 -3.91871 -2.70070 3.67856
P2 -0.53247 -0.49091 1.44444
O3 1.40464 -1.47315 3.54723
H30 0.46343 1.67660 -6.98323
H31 2.63164 2.55376 3.66183
C31 -0.13867 -0.09241 -5.86913
O4 -0.83498 -5.00295 2.12919
O5 -0.70976 -2.16156 -1.33900
H32 1.40248 -1.47060 6.12172
C32 2.45961 -1.55812 4.25539
C33 -1.31303 5.53151 1.67186
O6 0.04508 -6.46819 0.38087
H33 2.00175 0.65410 2.23432
C34 -2.19080 3.63455 0.48810
S1 0.03336 -5.15564 0.98668
C35 -1.08896 1.69713 3.14675
H34 -2.13642 1.44633 3.01331
C36 -0.02542 5.09038 1.41375
C37 3.50055 -1.73352 6.47915
C38 -1.92527 -1.27837 2.34186
H35 4.75145 -2.98344 -0.56212
C39 1.60039 -1.41908 -4.61230
C40 1.58273 2.32695 3.51164
H36 -4.78230 1.34981 -3.50695
C41 1.23039 1.25579 2.70076
H37 4.47934 -3.59365 1.90026
C42 -3.85487 1.88473 -3.34079
H38 -4.69724 -3.13322 1.72518
H39 0.88231 3.90759 4.78431
S2 1.88411 -4.42479 1.39296
H40 -2.28602 -0.35404 -5.60853
C43 -0.73751 2.76653 3.95600
C44 4.88581 -1.84266 4.54280
H41 -2.85389 -2.18736 5.47056

Formally, the Mulliken partial charges of the atoms, in units of the elementary charge, are as follows: C -0.60; C -0.99; H 0.53; H 0.34; C -0.52; C -2.05; H 0.35; H 0.36; H 0.22; H 0.31; H 0.38; C -0.07; H 0.33; H 0.49; C 1.12; H 0.32; H 0.45; C -1.79; H 0.44; H 0.45; H 0.30; C 0.75; C -0.66; H 0.40; P -0.22; H 0.39; C -0.40; C -1.36; H 0.39; C -0.42; C 1.15; Pd -0.44; H 0.93; N -0.23; C -2.05; H 0.31; H 0.43; H 0.35; C -0.62; O -0.34; C 0.80; C -0.54; H 0.38; C -0.02; B 1.54; C -0.81; H 0.38; C -0.34; C 0.19; H 0.19; C -0.36; H 0.35; C -0.54; C -0.31; H 0.36; C -1.87; O -0.19; C -0.71; H 0.44; H 0.35; C -0.62; H 0.32; C -0.94; C 0.35; N 0.12; C -0.57; P 1.05; O 0.27; H 0.47; H 0.48; C 2.49; O -0.69; O -0.98; H 0.34; C -0.47; C -0.56; O -0.74; H 0.11; C -0.45; S 1.11; C -0.36; H 0.45; C -0.50; C -0.41; C 0.58; H 0.42; C -0.15; C -0.52; H 0.40; C -0.85; H 0.36; C -0.56; H 0.40; H 0.36; S -0.62; H 0.33; C -0.64; C -0.11; H 0.37

[2]
Below is a molecular structure, C44H41ClN6PPrS in a non-equilibrium geometry, with properties calculated with ωB97M-V/def2-TZVPD.

The value obtained for the LUMO energy (spin up / spin down) is -5.9 / -5.8 eV. The calculation puts the molar mass at 893.26 u. The spin multiplicity is 3. The energy above the lowest of the compared OMol25 structures with the same formula, charge and spin is 47.5 kcal/mol. The expectation value of S² is 2.00. For the HOMO energy (spin up / spin down), the calculation gives -11.061 / -11.087 eV. Its charge is +2.

Geometry (Å):
H1 -0.42058 -0.16383 4.09260
C1 0.25363 3.82740 0.29472
H2 -1.41847 1.42738 -5.32217
H3 -0.19510 -4.24869 5.64238
H4 -1.96874 4.18189 6.14888
H5 2.94136 -2.58227 1.44419
N1 -0.45599 2.99202 1.20715
C2 -0.99884 -3.46455 -0.63527
H6 -1.22044 5.32943 0.57491
C3 0.76750 -2.37002 2.99459
H7 0.39880 -0.21325 -6.81072
C4 -3.26271 0.90052 2.52105
C5 2.28044 1.90827 1.31624
H8 -0.46393 -5.53219 -0.25091
H9 3.02470 1.08344 1.48622
C6 1.82581 -0.83489 -3.11890
C7 -1.90122 -5.41459 -1.77768
P1 0.27977 -2.42964 0.29186
H10 3.04074 4.04367 -1.56440
C8 -3.37045 2.99911 -1.11837
H11 2.03997 6.20035 -2.27598
C9 4.20969 -3.37931 -0.13154
N2 1.98126 2.13427 -0.11130
H12 2.67920 2.79846 1.80702
C10 2.38500 -1.46908 -4.23234
C11 1.82807 -3.82376 -1.54240
H13 -2.07568 0.01980 4.79045
H14 3.24405 -2.12786 -4.13935
H15 -0.05224 6.97404 -1.00903
H16 -1.71030 -5.10224 3.90038
H17 -1.80604 -6.45813 -2.01699
C12 2.02720 4.29196 -1.29635
S1 -4.45627 3.28319 -2.47104
C13 -0.72995 4.64128 3.01052
C14 0.84192 -0.39725 -5.81323
N3 -2.29534 2.21131 -1.34012
C15 -1.04430 4.89326 4.38167
H18 3.99424 2.42146 -0.83040
C16 -0.28884 5.04743 -0.02288
H19 1.44585 -1.59363 2.70572
H20 2.80537 1.75289 -2.04279
H21 -0.13642 5.33146 2.44806
C17 -1.62037 2.56218 4.72571
C18 2.96116 -2.96361 0.42433
N4 -0.07609 0.69745 -2.41339
H22 5.13705 -4.58498 -1.69190
H23 -3.23724 2.48164 -4.62323
C19 -2.77931 -4.57787 -2.51849
C20 0.28021 5.94773 -0.91461
C21 -0.86096 3.31903 2.46831
H24 -1.77118 1.69579 5.42123
C22 -1.02772 -3.82413 2.33722
H25 -3.48374 -5.06475 -3.20610
H26 2.46344 -1.74570 -6.34243
C23 -1.39853 2.27042 3.34566
C24 -3.25598 2.49981 -3.50016
H27 2.18590 -0.98231 -2.09294
C25 4.23630 -4.13591 -1.29657
C26 1.45966 3.40603 -0.37090
C27 -1.04726 -4.86362 -0.83776
C28 -1.01077 -4.35570 3.66665
C29 0.20446 0.19232 -4.68188
C30 1.48915 5.53452 -1.58416
C31 -1.56146 3.87177 5.18386
C32 1.93236 -1.25016 -5.55853
C33 0.73625 0.00601 -3.33057
H28 0.88507 -3.96989 -2.12005
H29 3.08138 -5.06249 -2.80564
H30 1.48323 -2.55460 4.98505
H31 -3.52787 1.57952 1.71081
C34 -0.12862 -3.88009 4.62181
C35 -2.06496 -2.74059 -1.14995
H32 -3.92557 1.16580 3.34614
N5 -1.78195 0.97706 2.85395
H33 -3.49206 -0.12918 2.23489
Pr1 -0.58093 0.77115 -0.03455
N6 -0.81781 1.07850 -4.53970
H34 1.36515 1.62285 1.86181
H35 -1.85873 -1.06804 3.44656
C36 -0.05319 -2.94472 1.94658
Cl1 -2.56707 -1.32056 -0.21066
H36 5.11600 -3.21959 0.49664
C37 -2.18329 2.01609 -2.73657
C38 0.79911 -2.91907 4.24500
C39 -2.80193 -3.20216 -2.23911
C40 3.19027 1.73860 -1.00375
C41 3.03488 -4.41574 -1.93825
H37 -3.69838 3.24890 -0.11933
C42 -1.07033 1.25270 -3.18131
C43 1.76052 -3.11592 -0.30178
H38 3.49232 0.77938 -0.65257
H39 -1.80530 -4.15470 1.69571
H40 -0.86521 5.87144 4.79148
C44 -1.51909 -0.09304 3.84647
H41 -3.44368 -2.53673 -2.84348

Formally, the Mulliken partial charges of the atoms, in units of the elementary charge, are as follows: H 0.40; C 0.69; H 0.33; H 0.42; H 0.37; H 0.31; N 0.59; C -0.82; H 0.51; C -0.98; H 0.39; C -0.91; C -0.96; H 0.56; H 0.34; C 0.28; C -0.66; P 1.92; H 0.46; C -0.44; H 0.43; C -0.72; N 0.89; H 0.24; C -0.94; C -0.24; H 0.44; H 0.50; H 0.48; H 0.52; H 0.46; C -0.79; S -0.05; C -1.19; C -1.04; N 0.88; C -0.75; H 0.44; C -0.07; H 0.69; H 0.53; H 0.52; C -0.44; C -0.61; N 0.61; H 0.46; H 0.31; C -0.64; C -1.05; C 0.46; H 0.17; C -0.54; H 0.41; H 0.48; C -0.03; C -0.63; H 0.48; C -0.57; C -0.40; C -0.06; C -0.96; C 0.35; C -0.92; C -0.88; C -0.74; C -0.27; H 0.42; H 0.44; H 0.48; H 0.04; C -0.56; C 0.81; H 0.31; N 1.19; H 0.41; Pr 0.75; N 0.05; H 0.33; H 0.12; C 0.91; Cl -0.14; H 0.43; C -0.22; C -1.07; C -0.78; C -1.65; C -0.85; H 0.34; C 0.21; C 0.27; H 0.35; H 0.56; H 0.45; C -1.09; H 0.45